Formula: C36H37IrN2OPSbSe7Si
Source: the OMol25 dataset
Level of theory: ωB97M-V/def2-TZVPD

Each line ends with the Löwdin spin population.
CARTESIAN COORDINATES (ANGSTROEM)
Ir 0.14 0.20 1.49  0.53
Se 2.20 -0.76 2.19  0.03
P 3.79 0.11 0.87  0.00
Se 3.71 -0.27 -1.20  0.00
C 5.21 -0.70 1.69  0.00
C 5.60 -0.32 2.97  0.00
C 6.65 -0.98 3.60  0.00
C 7.30 -2.02 2.96  0.00
C 6.91 -2.41 1.68  0.00
C 5.86 -1.75 1.05  0.00
C 3.94 1.87 1.28  0.00
C 4.46 2.74 0.33  0.00
C 4.61 4.09 0.62  0.00
C 4.24 4.57 1.87  0.00
C 3.72 3.71 2.82  0.00
C 3.57 2.36 2.53  0.01
H 5.10 0.49 3.48  0.00
H 6.95 -0.67 4.59  0.00
H 8.12 -2.53 3.45  0.00
H 7.41 -3.22 1.18  0.00
H 5.54 -2.04 0.06  0.00
H 4.72 2.36 -0.65  0.00
H 5.00 4.76 -0.12  0.00
H 4.34 5.62 2.10  0.00
H 3.41 4.08 3.79  0.00
H 3.14 1.69 3.27  0.01
Se -1.08 1.22 6.77  0.00
Sb -1.53 1.06 4.44  0.00
Se 0.22 2.11 2.85  0.30
Se -0.90 -1.11 3.28  -0.03
Se -3.50 2.01 3.41  0.03
C -0.35 3.51 -2.89  0.00
N -1.14 3.40 -1.68  0.00
C -0.81 2.68 -0.58  0.00
Se 0.74 1.65 -0.51  0.00
N -1.83 2.81 0.30  0.00
C -2.83 3.59 -0.25  0.00
C -4.06 3.98 0.25  0.00
C -4.84 4.77 -0.59  0.00
C -4.41 5.15 -1.86  0.00
C -3.17 4.76 -2.35  0.00
C -2.39 3.97 -1.51  0.00
H 0.67 3.21 -2.68  0.00
H -0.36 4.55 -3.23  0.00
H -0.76 2.87 -3.67  0.00
H -1.86 2.44 1.25  0.00
H -4.39 3.68 1.23  0.00
H -5.81 5.10 -0.24  0.00
H -5.05 5.76 -2.48  0.00
H -2.83 5.04 -3.33  0.00
C -3.58 -0.36 0.38  0.00
C -3.14 -1.08 -0.90  0.00
C -2.85 -0.02 -1.98  0.00
C -4.28 -1.98 -1.39  0.00
Si -1.54 -2.06 -0.62  0.01
O -0.47 -1.14 0.17  0.10
C -1.87 -3.70 0.25  0.00
C -2.68 -3.80 1.38  0.00
C -2.89 -5.01 2.03  0.00
C -2.29 -6.16 1.55  0.00
C -1.47 -6.09 0.43  0.00
C -1.27 -4.88 -0.21  0.00
C -0.78 -2.45 -2.30  0.00
C -1.35 -3.33 -3.22  0.00
C -0.79 -3.54 -4.47  0.00
C 0.37 -2.87 -4.83  0.00
C 0.96 -1.99 -3.93  0.00
C 0.39 -1.79 -2.68  0.00
H -4.42 0.32 0.17  0.00
H -2.78 0.24 0.81  0.00
H -3.90 -1.05 1.16  0.00
H -3.72 0.64 -2.11  0.00
H -2.63 -0.48 -2.95  0.00
H -1.99 0.59 -1.71  0.00
H -5.18 -1.38 -1.57  0.00
H -4.52 -2.75 -0.66  0.00
H -4.03 -2.47 -2.33  0.00
H -3.14 -2.91 1.79  0.00
H -3.52 -5.05 2.91  0.00
H -2.45 -7.11 2.05  0.00
H -0.99 -6.99 0.06  0.00
H -0.62 -4.84 -1.07  0.00
H -2.25 -3.88 -2.95  0.00
H -1.26 -4.23 -5.16  0.00
H 0.81 -3.03 -5.80  0.00
H 1.88 -1.47 -4.19  0.00
H 0.86 -1.11 -1.98  0.00

- spin multiplicity = 2
- <S²> = 0.773
- frontier orbital gap (spin up / spin down) (eV) = 5.86 / 5.54
- max |F| (eV Å⁻¹) = 0.26
- relative energy (zero: lowest compared OMol25 entry of this formula, charge and spin) (eV) = 0.304
- HOMO energy (spin up / spin down) (eV) = -4.997 / -4.984
- charge = -1

***

Formula: C24H24MnN3O2SSi
Source: the OMol25 dataset
Level of theory: ωB97M-V/def2-TZVPD

Each line ends with the Löwdin spin population.
CARTESIAN COORDINATES (ANGSTROEM)
Mn 0.45 0.57 -0.44  2.01
O 3.75 -0.08 1.56  0.02
C 2.66 0.27 1.18  0.01
O 2.26 0.44 -0.02  0.06
C 1.54 0.62 2.16  0.00
C 1.77 0.77 3.52  0.00
C 0.72 1.19 4.33  0.00
C -0.50 1.46 3.73  0.00
C -0.64 1.27 2.36  0.00
N 0.35 0.84 1.58  -0.02
H 2.76 0.57 3.91  0.00
H 0.84 1.31 5.39  0.00
H -1.33 1.81 4.31  0.00
H -1.59 1.49 1.88  0.00
S -3.41 2.42 -1.72  0.02
C -3.61 0.72 -1.85  -0.01
C -2.50 0.03 -1.48  0.00
C -1.42 0.84 -1.04  -0.04
C -1.79 2.19 -1.15  0.04
C -0.80 3.20 -0.89  0.00
C -1.01 4.58 -0.96  0.01
C 0.06 5.43 -0.77  0.00
C 1.32 4.88 -0.51  0.01
C 1.44 3.51 -0.42  0.00
N 0.41 2.68 -0.60  0.00
H -4.55 0.34 -2.19  0.00
H -2.46 -1.05 -1.53  0.00
H -2.00 4.94 -1.17  0.00
H -0.06 6.50 -0.83  0.00
H 2.18 5.51 -0.38  0.00
H 2.40 3.06 -0.20  0.00
C 2.90 -2.64 -0.94  0.01
Si 1.30 -1.94 -1.70  0.03
C 1.52 -0.33 -2.75  0.00
C 0.44 -3.13 -2.92  0.01
N 0.19 -1.35 -0.42  0.38
C -0.64 -2.15 0.27  0.06
C -0.52 -3.56 0.25  0.13
C -1.43 -4.37 0.89  0.00
C -2.48 -3.83 1.63  0.18
C -2.59 -2.45 1.71  -0.01
C -1.71 -1.63 1.04  0.13
H 3.50 -3.13 -1.69  0.00
H 2.68 -3.37 -0.17  0.00
H 3.50 -1.86 -0.48  0.00
H 1.44 -0.55 -3.81  0.00
H 2.50 0.12 -2.59  0.00
H 0.73 0.44 -2.55  0.00
H 1.19 -3.51 -3.60  0.00
H -0.30 -2.61 -3.51  0.00
H -0.05 -3.98 -2.47  0.00
H 0.30 -4.00 -0.29  0.00
H -1.32 -5.44 0.82  0.00
H -3.18 -4.48 2.13  0.01
H -3.38 -2.01 2.30  0.00
H -1.85 -0.56 1.07  0.00

- spin multiplicity = 4
- <S²> = 3.832
- frontier orbital gap (spin up / spin down) (eV) = 7.83 / 5.89
- max |F| (eV Å⁻¹) = 2.03
- HOMO energy (spin up / spin down) (eV) = -11.157 / -11.214
- charge = +1

***

Formula: C24H34BrCl57O2Si2
Source: the OMol25 dataset
Level of theory: ωB97M-V/def2-TZVPD

Each line ends with the Löwdin charge.
CARTESIAN COORDINATES (ANGSTROEM)
C 6.28 -5.95 -2.09  -0.18
O 6.76 -4.56 -2.20  -0.40
C 6.01 -4.03 -3.31  -0.27
C 5.94 -2.49 -3.30  -0.17
C 4.90 -2.02 -4.36  -0.29
C 3.57 -1.47 -3.77  -0.30
Si 2.39 -2.78 -3.08  0.53
O 0.88 -2.58 -3.85  -0.51
Si -0.42 -3.38 -3.17  0.08
Br -0.79 -2.51 -1.13  0.29
H 5.43 -5.90 -1.39  0.10
H 5.94 -6.30 -3.08  0.07
H 7.00 -6.64 -1.68  0.04
H 4.98 -4.43 -3.26  0.06
H 6.46 -4.42 -4.24  0.12
H 5.80 -2.07 -2.30  0.12
H 6.93 -2.15 -3.65  0.11
H 5.37 -1.23 -4.95  0.03
H 4.65 -2.84 -5.04  0.05
H 3.03 -1.00 -4.61  0.07
H 3.72 -0.66 -3.03  0.05
H 2.83 -4.17 -3.32  -0.04
H 2.18 -2.55 -1.65  -0.04
H -0.25 -4.84 -3.17  -0.05
H -1.58 -3.05 -4.01  -0.05
C -3.55 0.37 -1.54  -1.53
Cl -5.13 1.07 -1.96  0.50
Cl -2.62 0.05 -3.00  0.53
Cl -2.67 1.43 -0.45  0.49
H -3.73 -0.57 -1.03  -0.04
C -3.30 5.53 -2.08  -1.50
Cl -2.35 5.36 -3.56  0.54
Cl -4.12 4.02 -1.71  0.51
Cl -2.28 6.03 -0.73  0.54
H -4.05 6.30 -2.24  0.02
C 10.33 -6.27 -2.62  -1.48
Cl 11.59 -5.15 -3.18  0.51
Cl 10.74 -6.90 -1.01  0.51
Cl 8.74 -5.47 -2.58  0.75
H 10.29 -7.10 -3.30  0.01
C 5.95 1.85 -5.31  -1.55
Cl 5.80 1.14 -3.70  0.58
Cl 7.62 1.80 -5.88  0.53
Cl 4.88 1.03 -6.45  0.56
H 5.65 2.89 -5.23  -0.11
C -7.41 -2.03 -0.85  -1.50
Cl -8.24 -3.20 -1.88  0.53
Cl -8.29 -1.80 0.66  0.54
Cl -5.75 -2.54 -0.53  0.55
H -7.38 -1.08 -1.37  -0.01
C 5.15 6.20 -5.56  -1.50
Cl 3.72 5.56 -4.74  0.52
Cl 6.41 4.96 -5.60  0.59
Cl 4.75 6.75 -7.19  0.54
H 5.52 7.04 -4.99  0.02
C -5.53 -3.15 2.98  -1.56
Cl -4.23 -4.33 2.77  0.52
Cl -6.48 -3.51 4.42  0.50
Cl -4.88 -1.51 3.06  0.51
H -6.18 -3.22 2.12  -0.06
C 1.26 5.62 -1.45  -1.51
Cl 1.04 6.86 -2.68  0.49
Cl 2.16 4.25 -2.08  0.54
Cl 2.08 6.30 -0.03  0.55
H 0.28 5.27 -1.14  -0.04
C -10.01 -1.90 5.62  -1.53
Cl -11.16 -3.13 6.18  0.53
Cl -8.45 -2.10 6.42  0.48
Cl -9.84 -1.98 3.87  0.50
H -10.41 -0.93 5.88  0.01
C 4.61 3.60 0.69  -1.58
Cl 5.69 3.32 -0.68  0.49
Cl 3.73 2.12 1.09  0.53
Cl 5.52 4.18 2.09  0.52
H 3.89 4.36 0.42  -0.08
C -1.66 2.39 3.16  -1.55
Cl -1.93 3.64 1.93  0.48
Cl -0.74 1.04 2.49  0.53
Cl -0.84 3.07 4.57  0.46
H -2.63 2.02 3.48  -0.06
C -0.26 4.32 8.18  -1.54
Cl 0.73 4.17 6.72  0.49
Cl -1.08 2.79 8.53  0.52
Cl 0.71 4.84 9.55  0.53
H -1.02 5.07 7.99  0.01
C 7.21 7.51 -0.01  -1.54
Cl 8.22 6.07 -0.09  0.52
Cl 7.67 8.66 -1.27  0.52
Cl 5.50 7.08 -0.15  0.51
H 7.36 7.98 0.95  0.01
C -5.27 3.85 4.69  -1.52
Cl -6.65 3.71 5.78  0.53
Cl -3.76 4.01 5.60  0.53
Cl -5.21 2.47 3.59  0.55
H -5.40 4.75 4.09  0.02
C -5.68 -2.59 9.28  -1.55
Cl -6.83 -3.81 9.83  0.51
Cl -4.14 -2.75 10.13  0.53
Cl -5.45 -2.69 7.53  0.49
H -6.09 -1.61 9.52  0.00
C -0.28 7.58 -6.16  -1.55
Cl -1.84 8.26 -6.60  0.53
Cl 0.68 7.22 -7.60  0.53
Cl 0.60 8.67 -5.08  0.50
H -0.45 6.65 -5.63  -0.02
C 2.82 -6.12 -6.03  -1.52
Cl 4.19 -5.09 -6.48  0.57
Cl 3.10 -6.87 -4.46  0.54
Cl 1.31 -5.19 -6.04  0.55
H 2.73 -6.90 -6.77  0.01
C -6.61 -7.13 -0.73  -1.53
Cl -8.21 -6.49 -1.13  0.51
Cl -5.70 -7.50 -2.19  0.53
Cl -5.74 -5.98 0.27  0.50
H -6.74 -8.05 -0.17  0.01
C -7.98 -2.43 13.78  -1.55
Cl -6.92 -3.83 13.67  0.52
Cl -7.71 -1.33 12.43  0.51
Cl -9.68 -2.92 13.85  0.52
H -7.75 -1.90 14.70  0.01

- frontier orbital gap (eV) = 9.87
- max |F| (eV Å⁻¹) = 3.35
- HOMO energy (eV) = -9.771
- charge = 0

***

Formula: C44H36CoF6N3Sb
Source: the OMol25 dataset
Level of theory: ωB97M-V/def2-TZVPD

Each line ends with the Löwdin charge.
CARTESIAN COORDINATES (ANGSTROEM)
Co 0.25 -0.16 0.58  0.46
C 3.29 -0.97 0.11  -0.15
N 2.23 0.03 0.14  -0.02
C 2.51 1.27 -0.13  -0.03
C 1.48 2.22 -0.04  -0.31
C 1.44 3.61 -0.10  0.00
C 0.13 3.98 0.21  -0.06
C -0.57 2.80 0.45  -0.15
N 0.23 1.74 0.25  -0.06
C 3.92 -1.15 -1.25  -0.23
C 3.12 -1.22 -2.40  -0.05
C 3.70 -1.40 -3.64  -0.07
C 5.08 -1.50 -3.76  -0.08
C 5.88 -1.43 -2.63  -0.07
C 5.30 -1.25 -1.38  -0.04
H 2.85 -1.92 0.44  0.08
H 4.06 -0.71 0.84  0.13
H 3.53 1.57 -0.39  0.16
H 2.27 4.26 -0.33  0.12
H -0.28 4.97 0.27  0.11
H -1.61 2.69 0.73  0.10
H 2.04 -1.14 -2.30  0.10
H 3.08 -1.45 -4.52  0.11
H 5.53 -1.63 -4.73  0.11
H 6.95 -1.51 -2.71  0.11
H 5.92 -1.20 -0.50  0.11
F -8.71 0.67 0.94  0.08
C -7.41 0.57 0.67  -0.27
C -6.93 1.07 -0.52  0.01
C -5.58 0.95 -0.81  -0.11
C -4.73 0.32 0.10  -0.36
C -5.23 -0.14 1.31  -0.14
C -6.58 -0.03 1.60  0.00
Sb -2.67 -0.08 -0.40  1.58
C -2.61 0.68 -2.41  -0.38
C -1.67 1.64 -2.76  -0.11
C -1.62 2.15 -4.05  0.01
C -2.52 1.67 -4.98  -0.27
F -2.48 2.15 -6.23  0.09
C -3.47 0.72 -4.66  0.01
C -3.51 0.23 -3.37  -0.14
C -3.06 -2.15 -0.88  -0.38
C -3.67 -2.96 0.07  -0.12
C -3.97 -4.29 -0.22  0.00
C -3.63 -4.79 -1.46  -0.29
F -3.90 -6.07 -1.74  0.08
C -3.01 -4.01 -2.42  -0.01
C -2.72 -2.69 -2.12  -0.13
H -7.61 1.55 -1.22  0.13
H -5.19 1.34 -1.74  0.09
H -4.57 -0.57 2.06  0.10
H -6.99 -0.39 2.53  0.13
H -0.96 2.01 -2.03  0.07
H -0.90 2.90 -4.33  0.13
H -4.16 0.37 -5.42  0.13
H -4.26 -0.52 -3.11  0.11
H -3.94 -2.57 1.04  0.09
H -4.46 -4.93 0.50  0.13
H -2.77 -4.43 -3.39  0.13
H -2.23 -2.07 -2.86  0.10
F -0.37 -1.06 9.88  0.14
C 0.37 -0.07 9.34  -0.58
F -0.13 1.09 9.81  0.14
F 1.62 -0.20 9.81  0.14
C 0.32 -0.12 7.84  -0.12
C 1.48 -0.29 7.09  0.00
C 1.40 -0.33 5.71  -0.01
C 0.17 -0.18 5.07  -0.25
C -0.99 0.01 5.83  -0.01
C -0.91 0.04 7.21  0.00
C 0.12 -0.23 3.64  -0.09
C 0.11 -0.30 2.43  -0.05
H 2.43 -0.40 7.59  0.12
H 2.29 -0.46 5.12  0.12
H -1.94 0.14 5.34  0.12
H -1.80 0.19 7.81  0.13
C -0.12 -5.05 1.06  -0.01
C 0.80 -4.43 0.00  -0.56
C 0.62 -5.13 -1.36  -0.01
C 2.27 -4.50 0.46  -0.03
C 0.44 -3.03 -0.13  -0.05
N 0.15 -1.92 -0.20  0.17
H 0.15 -6.10 1.20  0.10
H -1.16 -5.01 0.75  0.08
H -0.02 -4.54 2.02  0.10
H 0.92 -6.18 -1.26  0.10
H 1.25 -4.66 -2.12  0.10
H -0.41 -5.09 -1.68  0.08
H 2.54 -5.54 0.63  0.10
H 2.42 -3.95 1.39  0.10
H 2.94 -4.10 -0.31  0.09

- frontier orbital gap (spin up / spin down) (eV) = 6.36 / 6.39
- max |F| (eV Å⁻¹) = 2.49
- HOMO energy (spin up / spin down) (eV) = -11.010 / -10.986
- charge = +1